The ion C9H8NO2 with charge -1 in a non-equilibrium geometry. Source: the OMol25 dataset; level of theory: ωB97M-V with the def2-TZVPD basis set.

HOMO energy in eV: -2.170
LUMO energy in eV: 3.64
Molecular weight in g mol⁻¹: 162.2
Frontier orbital gap in eV: 5.807
Relative energy (zero: lowest compared OMol25 entry of this formula, charge and spin) in kcal/mol: 68.4
2S+1: 1
Total charge: -1

CARTESIAN COORDINATES (ANGSTROEM)
C1 -1.933 -0.471 0.382
C2 -0.414 -0.554 0.184
C3 0.218 -1.924 0.669
O1 1.352 -2.105 0.151
C4 -0.746 -2.848 1.010
O2 -1.329 -3.441 1.906
C5 -0.077 -0.363 -1.383
N1 0.722 0.812 -0.978
C6 1.494 1.890 -1.192
C7 1.666 2.455 0.054
C8 0.972 1.704 1.023
C9 0.389 0.679 0.327
H1 -2.329 0.199 -0.320
H2 -2.388 -0.337 1.452
H3 -2.309 -1.506 -0.031
H4 0.542 -1.198 -1.681
H5 -0.880 -0.253 -1.986
H6 1.795 2.287 -2.129
H7 2.333 3.265 0.438
H8 0.921 1.709 2.106